ORCA calculation (ωB97M-V/def2-TZVPD) on a molecular structure, C18H36Br18 in a non-equilibrium geometry.

Cartesian coordinates (Å):
1 Br -1.05575 -1.43858 -0.69630
2 C 0.22124 -0.07942 -0.02877
3 C 0.75848 -0.31652 1.32332
4 Br 1.89446 1.18764 1.98756
5 H -0.37553 0.83270 -0.03317
6 H 1.10037 -0.03972 -0.67193
7 H 1.30504 -1.24927 1.46244
8 H -0.09114 -0.35627 2.00496
9 Br -0.25992 1.10971 -2.57869
10 C -1.13084 -0.10342 -3.90133
11 C -1.33981 -1.46571 -3.21314
12 Br -2.58295 -2.48074 -4.33135
13 H -0.58269 -0.07668 -4.84310
14 H -2.12522 0.21991 -4.20920
15 H -1.70575 -1.37616 -2.19031
16 H -0.39282 -2.00348 -3.25916
17 Br 0.88494 1.27719 4.84288
18 C 2.70239 2.12778 4.94627
19 C 3.54564 1.62900 3.74596
20 Br 5.08383 2.78411 3.48788
21 H 3.12998 2.06561 5.94697
22 H 2.49096 3.19054 4.82823
23 H 2.88170 1.84805 2.90972
24 H 3.79888 0.56887 3.75570
25 Br -2.96905 2.33942 -3.23353
26 C -2.80185 1.91129 -1.31331
27 C -1.53071 2.49792 -0.69837
28 Br -1.55875 1.93635 1.23592
29 H -2.82914 0.82468 -1.23184
30 H -3.63058 2.35420 -0.76091
31 H -1.66001 3.56878 -0.85532
32 H -0.63431 2.09855 -1.17278
33 Br 1.85844 2.28980 -1.93920
34 C 1.24277 2.79221 -0.14996
35 C 0.96843 4.21569 0.11247
36 Br -0.07518 5.01681 -1.43430
37 H 2.00920 2.47174 0.55572
38 H 0.35086 2.18504 0.00482
39 H 1.88709 4.79728 0.18941
40 H 0.53452 4.43229 1.08864
41 Br -0.20919 -3.87327 -3.37382
42 C -0.19786 -4.56227 -1.49738
43 C 0.61676 -3.63507 -0.67359
44 Br 0.82803 -4.27195 1.19986
45 H 0.27128 -5.54501 -1.54463
46 H -1.20657 -4.59056 -1.08531
47 H 0.20744 -2.62862 -0.76078
48 H 1.63471 -3.53787 -1.05101
49 Br 1.00409 -2.17273 5.93923
50 C -0.11699 -2.32760 4.26135
51 C -0.88538 -1.05724 4.03274
52 Br -2.10766 -1.11872 2.45805
53 H -0.68838 -3.25209 4.34465
54 H 0.62079 -2.55373 3.49151
55 H -0.31307 -0.12989 4.05693
56 H -1.54763 -0.86380 4.87660
57 Br 1.47530 -0.95062 -1.73365
58 C 2.71232 0.27166 -2.60547
59 C 3.30779 -0.37657 -3.86078
60 Br 4.72337 0.77180 -4.59607
61 H 3.57175 0.39707 -1.94688
62 H 2.19023 1.19396 -2.86020
63 H 2.67386 -0.68118 -4.69351
64 H 3.90313 -1.21879 -3.50815
65 Br -3.91060 0.05854 2.00661
66 C -4.39363 -0.28559 0.10222
67 C -3.61281 -1.47443 -0.28146
68 Br -3.61009 -1.85548 -2.27228
69 H -4.12243 0.59074 -0.48650
70 H -5.47098 -0.39356 -0.02336
71 H -4.04757 -2.27969 0.31070
72 H -2.61708 -1.23465 0.09153

Output
- 2S+1: 1
- Gap between HOMO and LUMO: 7.1 eV
- Calculated total energy: -1279980.30192 eV
- Charge: 0
- HOMO level: -7.3 eV
- LUMO: -0.0062 Ha